9
Properties=species:S:1:pos:R:3:forces:R:3:nbo_charge:R:1 method="wB97M-V/def2-TZVPD" spin_multiplicity=3 total_charge=0 fmax_ev_per_a=5.7 s_squared=2.004 e_above_lowest_kj_mol=89.2 homo_ev="-3.93 / -9.78" orbital_gap_ev="4.544 / 7.072"
N 0.735 1.203 0.181 1.744 0.618 -0.096 -1.224
O 0.289 -1.299 0.952 0.687 0.697 -0.897 -0.987
O 0.208 -0.479 -1.517 -1.093 -1.595 -1.595 -0.991
P -0.249 -0.079 -0.038 4.228 -0.564 0.626 1.702
S -2.264 0.215 0.223 -5.616 0.522 0.463 -0.311
H 0.441 1.966 0.747 -0.775 0.170 0.426 0.412
H 1.749 1.299 0.087 -0.030 -0.549 -0.401 0.382
H -0.454 -1.735 1.348 -0.597 -0.503 0.356 0.499
H -0.455 -1.090 -1.983 1.452 1.204 1.117 0.518